# 1
DFT (the ωB97M-V functional and the def2-TZVPD basis) results for a structure of composition C14H17Cl2N3O3S in a non-equilibrium geometry.

Geometry as XYZ:
```
40
Properties=species:S:1:pos:R:3
C 0.87 -4.94 5.48
C 0.34 -3.63 4.69
H -0.66 -3.77 4.52
H 0.57 -2.74 5.31
O 0.99 -3.55 3.66
C 0.57 -2.81 2.69
C -0.47 -1.86 2.92
C -0.44 -0.80 1.90
C 0.19 -0.91 0.68
C 0.99 -1.86 0.39
C 1.43 -2.97 1.28
Cl 2.61 -4.14 1.15
H 1.47 -1.79 -0.43
S -0.26 0.22 -0.76
O -1.61 0.37 -0.84
O 0.48 -0.14 -1.76
N 0.04 1.77 0.09
H 1.07 1.85 -0.17
C -0.58 2.91 -0.17
C -0.55 3.56 -1.40
C -0.83 2.88 -2.52
N -0.75 3.43 -3.82
C 0.39 3.54 -4.70
N 0.16 4.35 -5.62
C -0.64 5.19 -5.36
C -1.54 4.67 -4.32
H -2.60 4.93 -3.67
H -1.15 5.89 -6.12
H 1.08 2.85 -4.45
H -2.03 2.56 -2.54
H -0.18 1.94 -2.73
H -1.03 4.62 -1.19
H 0.55 3.97 -1.49
H -1.76 2.51 0.10
H -0.53 3.49 0.88
Cl -1.59 0.32 1.96
H -0.67 -1.57 3.83
H 0.31 -5.14 6.42
H 0.76 -5.89 4.99
H 2.05 -5.01 5.61
```

Values from the calculation:
- HOMO (eV) = -8.2
- net charge = 0
- ΔE to the lowest compared entry with this formula, charge and spin (kcal/mol) = 312.99

Atomic partial charges in e from the Mulliken method, atoms 1 to 2: number 1, C, carries -1.33; number 2, C, carries -0.43



# 2
DFT (the ωB97M-V functional and the def2-TZVPD basis) results for a structure of composition C14H17EuIN2O2 in a non-equilibrium geometry.

Geometry as XYZ:
```
37
Properties=species:S:1:pos:R:3
C 2.51 3.03 0.89
C 3.41 1.86 0.52
H 2.35 3.70 0.03
H 2.87 3.65 1.71
H 1.55 2.67 1.30
H 2.94 1.15 -0.18
H 4.33 2.18 0.02
H 3.68 1.31 1.43
C -2.74 1.18 -0.62
C -3.94 1.10 -1.31
C -4.10 0.02 -2.19
C -3.04 -0.88 -2.34
H -2.57 1.96 0.13
H -4.71 1.86 -1.17
H -5.03 -0.14 -2.74
H -3.14 -1.75 -3.00
N -1.67 0.43 -0.88
C -1.81 -0.66 -1.68
C -0.66 -1.61 -1.78
N 0.52 -1.25 -1.21
C 1.50 -2.17 -1.01
C 0.26 -3.80 -2.26
C 1.40 -3.47 -1.53
H 2.38 -1.82 -0.42
H 2.21 -4.18 -1.33
C -0.79 -2.89 -2.35
H -1.73 -3.13 -2.84
H 0.16 -4.77 -2.74
Eu 0.66 0.78 0.41
I -0.56 3.80 -0.05
C -0.99 -1.73 3.53
C -0.24 -0.88 2.54
O 0.62 0.02 2.85
O -0.58 -1.12 1.32
H -1.08 -1.31 4.52
H -0.51 -2.72 3.60
H -1.99 -1.84 3.09
```

Values from the calculation:
- HOMO (spin up / spin down) (eV) = -7.3 / -7.4
- multiplicity = 8
- ⟨S²⟩ = 15.76
- net charge = 0
- ΔE to the lowest compared entry with this formula, charge and spin (kcal/mol) = 4.29

Atomic partial charges in e from the Mulliken method, atoms 1 to 2: number 1, C, carries -0.72; number 2, C, carries -0.83



# 3
DFT (the ωB97M-V functional and the def2-TZVPD basis) results for a cluster of 3 separate species, C14H17F2O3P2 in total in a non-equilibrium geometry.

Geometry as XYZ:
```
38
Properties=species:S:1:pos:R:3
C -4.13 1.53 1.08
C -3.10 1.18 0.23
P -1.51 0.77 0.92
P -0.56 2.63 1.67
O 0.70 2.25 2.23
O -1.55 3.34 2.70
O -0.39 3.61 0.43
H -4.41 2.58 1.12
H -4.69 0.82 1.68
H -3.22 1.14 -0.85
H -0.72 0.36 -0.16
H -1.60 -0.22 1.92
H -2.19 3.83 2.16
H -1.21 3.59 -0.11
F -2.05 -2.25 -1.53
C -1.49 -3.23 -0.77
C -2.29 -4.24 -0.28
C -1.72 -5.24 0.49
C -0.36 -5.20 0.78
C 0.43 -4.17 0.29
C -0.14 -3.18 -0.49
H -3.35 -4.25 -0.51
H -2.33 -6.05 0.87
H 0.08 -5.98 1.39
H 1.48 -4.14 0.52
H 0.46 -2.37 -0.89
F 1.42 0.58 0.15
C 2.38 1.25 -0.55
C 3.18 2.17 0.11
C 4.15 2.84 -0.61
C 4.31 2.60 -1.97
C 3.50 1.68 -2.61
C 2.53 0.99 -1.89
H 3.03 2.35 1.17
H 4.79 3.56 -0.11
H 5.07 3.13 -2.52
H 3.62 1.49 -3.67
H 1.89 0.26 -2.37
```

Values from the calculation:
- HOMO (eV) = -11.8
- net charge = +1

Atomic partial charges in e from the Mulliken method, atoms 1 to 2: number 1, C, carries -0.53; number 2, C, carries -0.29



# 4
DFT (the ωB97M-V functional and the def2-TZVPD basis) results for a structure of composition C14H17FeN3S in a non-equilibrium geometry.

Geometry as XYZ:
```
36
Properties=species:S:1:pos:R:3
C -2.42 -1.08 1.31
C -2.35 1.36 -0.99
H -2.57 -1.97 0.67
H -3.30 -0.40 1.00
H -2.56 -1.31 2.39
H -1.92 1.71 -1.93
H -2.87 0.38 -1.24
H -3.21 1.95 -0.65
C -0.18 -2.66 0.82
C 0.70 -3.73 0.65
C 1.82 -3.56 -0.16
C 2.02 -2.31 -0.76
H -1.04 -2.78 1.48
H 0.47 -4.66 1.17
H 2.53 -4.36 -0.33
H 2.89 -2.12 -1.38
N -0.03 -1.49 0.18
C 1.07 -1.28 -0.57
C 1.32 0.08 -1.07
N 0.42 1.04 -0.73
C 0.68 2.31 -1.06
C 2.76 1.73 -2.11
C 1.84 2.72 -1.74
H -0.04 3.06 -0.76
H 1.97 3.78 -1.93
C 2.49 0.41 -1.77
H 3.20 -0.39 -2.02
H 3.67 1.99 -2.64
Fe -1.54 0.42 0.45
C -1.46 2.37 0.94
H -1.73 3.16 0.22
H -0.46 2.56 1.34
H -2.19 2.33 1.76
S 0.85 0.09 4.32
C -0.12 0.29 3.09
N -0.72 0.36 2.06
```

Values from the calculation:
- HOMO (spin up / spin down) (eV) = -6.8 / -7.3
- multiplicity = 5
- ⟨S²⟩ = 6.09
- net charge = 0

Atomic partial charges in e from the Mulliken method, atoms 1 to 2: number 1, C, carries -1.05; number 2, C, carries -1.24



# 5
DFT (the ωB97M-V functional and the def2-TZVPD basis) results for the ion C14H17N2 with charge +1 in a non-equilibrium geometry.

Geometry as XYZ:
```
33
Properties=species:S:1:pos:R:3
C 0.86 1.05 -1.66
C 1.39 0.10 -2.68
C 2.62 0.01 -3.23
C 3.89 0.43 -2.74
C 4.13 1.27 -1.69
C 3.17 1.93 -0.89
C 1.83 1.76 -0.78
H 0.25 1.80 -2.20
H 0.60 -0.51 -3.13
H 2.65 -0.49 -4.21
H 4.75 0.04 -3.30
H 5.17 1.51 -1.43
H 3.57 2.72 -0.22
H 1.33 2.24 0.07
C -3.75 -0.45 2.69
N -2.59 -1.16 2.19
C -2.28 -2.34 2.96
C -1.77 -0.67 1.22
C -0.51 -1.26 0.93
C 0.29 -0.72 -0.06
N -0.10 0.36 -0.78
C -1.24 1.00 -0.44
C -2.15 0.46 0.44
H -3.87 0.53 2.23
H -4.65 -1.05 2.51
H -3.65 -0.32 3.78
H -1.61 -3.01 2.42
H -1.84 -2.08 3.93
H -3.23 -2.87 3.16
H -0.11 -2.10 1.51
H 1.31 -1.07 -0.27
H -1.34 1.98 -0.91
H -3.12 0.94 0.53
```

Values from the calculation:
- HOMO (eV) = -11.3
- SMILES = CN(C)c1cc[n+](C2C=CC=CC=C2)cc1
- net charge = +1
- ΔE to the lowest compared entry with this formula, charge and spin (kcal/mol) = 22.70

Atomic partial charges in e from the Mulliken method, atoms 1 to 2: number 1, C, carries 0.35; number 2, C, carries -0.57



# 6
DFT (the ωB97M-V functional and the def2-TZVPD basis) results for an isolated molecule of C14H17N3O2S2 in a non-equilibrium geometry.

Geometry as XYZ:
```
38
Properties=species:S:1:pos:R:3
C -4.81 -1.01 -0.40
H -5.31 -1.20 0.40
H -5.00 0.03 -0.94
H -5.02 -1.82 -1.23
C -3.35 -1.18 -0.29
C -2.58 -0.84 -1.32
C -1.13 -0.82 -0.84
N -0.84 0.36 -0.13
C -0.23 1.50 -0.46
O 0.32 1.59 -1.49
C -0.06 2.72 0.75
H 0.28 2.19 1.55
H -0.92 2.87 0.81
S 1.19 3.90 0.22
C 2.52 2.79 -0.23
N 3.60 3.13 -0.50
N 4.47 1.90 -0.60
C 3.71 1.04 -0.06
C 4.24 -0.16 -0.03
C 3.34 -1.26 0.62
C 4.02 -2.53 0.43
C 5.22 -2.31 0.22
S 5.72 -0.68 -0.35
H 6.02 -3.12 0.15
H 3.63 -3.28 0.62
H 2.43 -1.15 0.81
O 2.52 1.32 0.25
C -1.53 0.28 1.18
H -1.43 0.85 2.06
C -3.03 0.05 0.97
H -3.61 0.01 1.77
H -3.41 1.03 0.38
H -1.23 -0.81 1.65
H -0.45 -0.57 -1.90
H -0.75 -1.71 -0.58
H -2.63 -1.35 -2.07
H -2.79 0.19 -2.01
H -3.11 -1.95 0.56
```

Values from the calculation:
- HOMO (eV) = -8.2
- SMILES = CC1CCN(C(=O)CSc2nnc(-c3cccs3)o2)CC1
- net charge = 0
- ΔE to the lowest compared entry with this formula, charge and spin (kcal/mol) = 377.62

Atomic partial charges in e from the Mulliken method, atoms 1 to 2: number 1, C, carries -1.67; number 2, H, carries 0.56



# 7
DFT (the ωB97M-V functional and the def2-TZVPD basis) results for an isolated molecule of C14H17N3O3.

Geometry as XYZ:
```
37
Properties=species:S:1:pos:R:3
C 2.64 5.17 0.35
C 2.26 4.84 1.78
H 2.85 5.41 2.50
H 1.19 5.03 1.95
O 2.53 3.47 2.09
C 1.62 2.57 1.72
O 0.57 2.83 1.19
C 2.09 1.16 2.08
N 1.11 0.19 1.68
C 0.99 -0.32 0.42
O 1.77 -0.23 -0.50
N -0.23 -1.00 0.46
C -0.75 -0.83 1.73
N 0.04 -0.12 2.46
C -2.01 -1.43 2.22
H -2.18 -2.39 1.74
H -2.85 -0.78 2.00
H -1.94 -1.55 3.29
C -0.79 -1.70 -0.62
C 0.03 -2.55 -1.38
C -0.51 -3.23 -2.45
C -1.85 -3.10 -2.79
C -2.64 -2.25 -2.04
C -2.12 -1.55 -0.97
H -2.75 -0.87 -0.41
H -3.69 -2.13 -2.29
C -2.41 -3.85 -3.96
H -2.16 -3.32 -4.89
H -3.49 -3.92 -3.90
H -1.99 -4.85 -4.02
H 0.13 -3.88 -3.03
H 1.07 -2.64 -1.12
H 3.02 0.96 1.54
H 2.25 1.09 3.15
H 2.47 6.23 0.16
H 3.69 4.94 0.18
H 2.04 4.59 -0.34
```

Values from the calculation:
- HOMO (eV) = -8.3
- SMILES = CCOC(=O)Cn1nc(C)n(-c2ccc(C)cc2)c1=O
- net charge = 0
- ΔE to the lowest compared entry with this formula, charge and spin (kcal/mol) = 25.82

Atomic partial charges in e from the Mulliken method, atoms 1 to 2: number 1, C, carries -1.09; number 2, C, carries -0.23



# 8
DFT (the ωB97M-V functional and the def2-TZVPD basis) results for a structure of composition C14H17N4O8SV in a non-equilibrium geometry.

Geometry as XYZ:
```
45
Properties=species:S:1:pos:R:3
V 0.02 0.51 -0.11
C 1.54 2.75 2.49
C 0.25 3.07 1.82
N -0.38 2.32 0.93
C -1.53 3.01 0.57
C -1.59 4.18 1.27
N -0.45 4.19 2.04
C -2.50 5.36 1.38
O -3.59 5.38 0.64
O -2.16 6.25 2.11
C -2.45 2.45 -0.42
O -3.46 2.97 -0.79
O -2.03 1.24 -0.87
H 2.08 1.99 1.93
H 1.37 2.38 3.50
H 2.17 3.63 2.56
H -0.24 4.96 2.66
H -3.69 4.56 0.10
O -0.81 1.68 -2.87
C -0.74 1.23 -1.81
O 1.13 -0.93 -1.10
O 1.79 -0.07 -0.05
C 0.41 -3.69 -3.72
N 1.80 -3.55 -3.22
C 2.91 -3.85 -3.96
C 4.00 -3.53 -3.20
N 3.52 -3.06 -2.02
C 2.17 -3.07 -2.03
S 1.14 -2.55 -0.74
H 0.42 -4.43 -4.51
H 0.07 -2.73 -4.09
H -0.22 -4.04 -2.91
H 2.84 -4.26 -4.95
H 5.05 -3.61 -3.41
H 4.07 -2.74 -1.24
C -2.34 -2.47 2.06
C -1.24 -1.49 1.89
C -0.25 -1.31 2.99
O -1.19 -0.81 0.86
H -2.88 -2.26 2.98
H -1.91 -3.47 2.19
H -3.02 -2.45 1.21
H -0.03 -2.25 3.48
H -0.72 -0.67 3.74
H 0.67 -0.84 2.64
```

Values from the calculation:
- HOMO (spin up / spin down) (eV) = -15.3 / -15.4
- multiplicity = 3
- ⟨S²⟩ = 2.02
- net charge = +2
- ΔE to the lowest compared entry with this formula, charge and spin (kcal/mol) = 33.61

Atomic partial charges in e from the Mulliken method, atoms 1 to 2: number 1, V, carries 1.10; number 2, C, carries -1.25